89
Properties=species:S:1:pos:R:3:forces:R:3:lowdin_charge:R:1 method="wB97M-V/def2-TZVPD" orbital_gap_ha=0.272 charge=+1 e_homo_ev=-10.53 relative_energy_kj_mol=249.3
Zr 1.2570 -0.0455 -0.2525 1.2 0.1 -0.5 1.537
O 4.9258 -2.0555 -0.1935 0.2 0.0 0.2 0.140
C 3.7664 -1.8374 -0.4062 -0.6 0.0 0.3 -0.472
N 2.8319 -1.3312 0.5112 0.4 -0.9 0.0 -0.083
C 2.8534 -1.7540 1.8405 0.1 0.8 -0.3 -0.447
O 3.0667 -2.8566 2.2602 0.2 -0.3 0.0 0.133
C 2.6153 -0.5630 2.7389 -0.1 0.1 -0.5 -0.180
C 3.1079 -0.5170 4.0183 0.1 0.0 0.2 0.033
C 3.1733 0.7219 4.6490 0.1 -0.1 0.1 -0.019
C 2.7263 1.8412 3.9752 0.0 0.1 0.1 -0.034
C 2.1639 1.6873 2.7205 -0.3 -0.1 0.1 -0.145
N 2.0991 0.5092 2.1095 -0.1 -0.1 -0.4 0.027
C 3.1319 -2.1301 -1.7432 0.1 0.1 0.8 -0.212
C 3.8258 -2.7825 -2.7322 -0.2 -0.2 -0.3 0.034
C 3.0778 -3.3105 -3.7763 0.1 0.0 -0.1 -0.011
C 1.6978 -3.1720 -3.7602 -0.1 -0.1 -0.1 -0.018
C 1.1014 -2.4344 -2.7553 0.2 0.1 0.0 -0.102
N 1.8184 -1.8887 -1.7706 -0.1 0.3 -0.1 0.036
H 3.4869 -1.4261 4.4644 0.0 0.0 0.0 0.134
H 3.6011 0.8148 5.6400 0.0 0.0 0.0 0.124
H 2.8011 2.8320 4.4004 0.0 0.0 0.1 0.114
H 1.7447 2.5359 2.1989 0.0 0.0 0.1 0.096
H 4.8955 -2.9086 -2.6391 0.0 0.0 0.0 0.134
H 3.5612 -3.8561 -4.5771 0.0 0.0 0.0 0.122
H 1.0774 -3.6191 -4.5267 0.1 0.0 0.0 0.120
H 0.0354 -2.2702 -2.7306 0.0 0.0 0.0 0.094
Cl 3.3752 1.2383 -1.2328 -0.2 0.0 0.0 0.598
C 1.9118 2.0996 -0.5285 0.2 -0.3 -0.2 -0.611
Cl -0.8430 1.3389 1.1611 -0.5 0.2 0.0 0.839
H 1.5566 2.7600 -1.3071 -0.1 0.1 -0.1 -0.006
H 2.2812 2.6568 0.3182 0.1 0.2 0.1 -0.019
C -0.7303 1.4785 6.1523 0.0 0.0 0.1 -0.040
C -1.1877 2.6486 5.2718 0.0 0.0 -0.3 -0.604
C -0.3786 3.9115 5.6017 0.0 0.0 0.0 -0.042
C -2.6828 2.9249 5.4960 0.0 0.0 -0.1 -0.044
C -0.9900 2.2677 3.8485 -0.1 -0.1 0.6 -0.034
C -0.8896 1.8388 2.7343 0.1 0.1 -0.1 -0.505
H -0.9258 1.7124 7.2013 0.0 0.0 0.0 0.094
H 0.3402 1.2983 6.0340 0.0 0.0 0.0 0.072
H -1.2655 0.5606 5.9027 0.0 0.1 0.0 0.091
H -0.6742 4.2872 6.5838 0.0 0.0 0.0 0.092
H -0.5550 4.7017 4.8702 0.0 0.0 0.0 0.091
H 0.6919 3.6969 5.6346 0.0 0.0 -0.1 0.070
H -2.8418 3.1897 6.5439 0.0 0.0 -0.1 0.091
H -3.2856 2.0440 5.2644 0.1 0.1 0.0 0.092
H -3.0275 3.7533 4.8731 0.0 -0.1 0.0 0.093
C -3.6207 -4.2895 -1.1007 0.0 0.0 0.0 -0.037
C -2.5334 -3.4414 -0.4869 -0.1 0.0 -0.1 -0.240
C -1.9669 -3.7755 0.7382 -0.1 -0.1 0.0 -0.002
C -0.9741 -2.9830 1.3009 -0.1 -0.1 -0.1 -0.239
C -0.3620 -3.3155 2.6365 0.0 0.1 -0.1 -0.020
C -0.5897 -1.8587 0.5859 0.2 0.0 0.2 -0.100
C -1.1220 -1.4779 -0.6574 0.1 0.7 -0.3 -0.311
C -2.1091 -2.3050 -1.1772 -0.2 -0.3 0.0 0.000
N -0.5390 -0.3258 -1.2461 -0.3 -0.1 0.1 -0.176
C -0.9107 0.4227 -2.5018 0.0 -0.2 0.3 -0.417
C -1.8963 -0.2499 -3.4657 -0.1 0.1 0.0 -0.091
C -2.1217 0.6438 -4.7019 0.1 0.0 0.1 -0.270
C -2.7285 1.9807 -4.2652 0.0 0.0 0.0 -0.110
C -1.7583 2.6800 -3.3092 0.0 -0.1 -0.1 -0.275
C -0.4189 2.9370 -4.0104 0.0 0.0 0.0 -0.105
C 0.1747 1.6053 -4.4761 -0.2 0.0 -0.1 -0.266
C -0.8009 0.9059 -5.4324 0.0 0.1 0.0 -0.107
C 0.3865 0.6592 -3.2943 0.1 0.1 0.1 -0.111
C -1.5122 1.7781 -2.0977 -0.1 0.0 0.1 -0.110
H -3.8906 -5.1293 -0.4618 0.0 0.0 0.0 0.079
H -3.3039 -4.6897 -2.0659 0.0 0.0 0.0 0.086
H -4.5209 -3.6988 -1.2799 0.0 0.0 0.0 0.087
H -2.3100 -4.6575 1.2711 0.0 0.1 -0.1 0.123
H -0.9504 -4.0713 3.1548 0.0 0.0 0.0 0.085
H -0.3133 -2.4315 3.2774 0.0 0.0 0.0 0.085
H 0.6548 -3.6945 2.5227 0.0 0.0 0.0 0.077
H 0.1255 -1.2386 1.1359 -0.2 0.1 0.4 0.032
H -2.5732 -2.0823 -2.1208 0.0 -0.1 0.0 0.091
H -2.8588 -0.3948 -2.9732 0.0 0.0 0.0 0.119
H -1.5302 -1.2314 -3.7835 0.0 0.1 0.0 0.117
H -2.8153 0.1233 -5.3628 0.0 0.0 -0.1 0.143
H -3.6901 1.8179 -3.7685 0.0 0.0 0.0 0.124
H -2.9213 2.6083 -5.1402 0.0 0.0 0.0 0.126
H -2.1836 3.6266 -2.9734 0.0 0.0 0.0 0.144
H 0.2729 3.4468 -3.3278 0.0 0.0 0.0 0.115
H -0.5568 3.6014 -4.8680 0.0 0.0 0.0 0.126
H 1.1306 1.7751 -4.9742 0.0 0.0 0.0 0.146
H -0.3661 -0.0330 -5.7921 0.0 0.0 0.0 0.123
H -0.9840 1.5337 -6.3097 0.0 0.0 0.0 0.126
H 1.1834 1.0509 -2.6475 -0.1 0.1 0.0 0.050
H 0.7561 -0.2873 -3.6783 0.0 -0.1 -0.1 0.101
H -2.4428 1.5912 -1.5508 0.0 0.0 0.0 0.129
H -0.8315 2.2829 -1.4085 0.1 0.0 0.0 0.076

***

95
Properties=species:S:1:pos:R:3:forces:R:3:lowdin_charge:R:1 method="wB97M-V/def2-TZVPD" orbital_gap_ha=0.242 charge=-2 e_homo_ev=-2.53 relative_energy_kj_mol=0.0
Mg 1.0127 -0.0692 -0.7287 0.0 0.1 0.5 0.562
C 2.8182 -3.1916 1.5004 0.0 0.0 0.0 -0.066
C 3.6001 -2.1224 2.2604 0.0 0.0 0.0 -0.347
C 4.6456 -1.4173 1.3930 0.0 0.0 0.0 -0.066
C 2.8084 -1.1011 3.0766 0.0 0.0 0.0 -0.128
C 3.4529 -0.7177 4.2566 0.0 0.0 0.0 -0.068
C 2.9010 0.1704 5.1533 0.0 0.0 0.0 -0.095
C 1.6347 0.6615 4.8985 0.0 0.0 0.0 -0.057
C 0.9386 0.3206 3.7436 0.0 0.0 0.0 -0.127
C -0.4622 0.9181 3.6349 0.0 0.0 0.0 -0.357
C -1.6208 -0.0540 3.3965 0.0 0.0 0.0 -0.055
C -0.5017 2.0689 2.6404 0.0 0.0 0.0 -0.085
C 1.5613 -0.5147 2.7849 0.0 0.0 0.0 -0.148
N 0.8351 -0.7791 1.5651 0.0 0.1 -0.1 0.109
C 0.1085 -1.8378 1.6571 -0.1 0.0 0.0 -0.153
C -0.9976 -2.3048 0.8622 0.0 0.0 0.0 -0.137
C -1.5798 -3.4817 1.3704 0.0 0.0 0.0 -0.064
C -2.8062 -3.9543 0.9757 0.0 0.0 0.0 -0.125
C -3.5263 -3.1674 0.0641 0.0 0.0 0.0 -0.114
C -2.9935 -2.0303 -0.4767 0.0 0.0 0.0 -0.058
C -1.6611 -1.5705 -0.1817 0.1 0.0 0.0 -0.238
N -1.1107 -0.5186 -0.7968 0.0 0.0 -0.1 0.059
C -1.8814 0.0099 -1.8788 0.0 0.0 0.0 -0.220
C -1.9161 -0.6505 -3.1265 0.0 0.0 0.0 -0.167
C -2.7173 -0.1268 -4.1352 0.0 0.0 0.0 -0.053
C -3.4424 1.0396 -3.9577 0.0 0.0 0.0 -0.099
C -3.3624 1.7092 -2.7494 0.0 0.0 0.0 -0.050
C -2.5967 1.2062 -1.7014 0.0 0.0 0.0 -0.141
C -2.5589 1.9220 -0.3669 0.0 0.0 0.0 -0.364
C -2.7227 3.4356 -0.4812 0.0 0.0 0.0 -0.061
C -3.6177 1.3555 0.5833 0.0 0.0 0.0 -0.053
C -1.0738 -1.8822 -3.4273 0.0 0.0 0.0 -0.365
C -0.4328 -1.8258 -4.8228 0.0 0.0 0.0 -0.093
C -1.8676 -3.1910 -3.3338 0.0 0.0 0.0 -0.052
H 3.5284 -3.9153 1.0968 0.0 0.0 0.0 0.082
H 2.2644 -2.8108 0.6478 0.0 0.0 0.0 0.042
H 2.1350 -3.7188 2.1746 0.0 0.0 0.0 0.073
H 4.1608 -2.6715 3.0274 0.0 0.0 0.0 0.116
H 4.1833 -0.7842 0.6384 0.0 0.0 0.0 0.043
H 5.2447 -2.1511 0.8538 0.0 0.0 0.0 0.078
H 5.3049 -0.8071 2.0198 0.0 0.0 0.0 0.072
H 4.4265 -1.1506 4.4617 0.0 0.0 0.0 0.108
H 3.4360 0.4555 6.0513 0.0 0.0 0.0 0.092
H 1.1593 1.3244 5.6132 0.0 0.0 0.0 0.102
H -0.6392 1.3510 4.6251 0.0 0.0 0.0 0.113
H -1.7541 -0.2820 2.3421 0.0 0.0 0.0 0.055
H -2.5488 0.4093 3.7437 0.0 0.0 0.0 0.077
H -1.4900 -0.9944 3.9370 0.0 0.0 0.0 0.083
H -0.2254 1.7279 1.6421 0.0 0.0 0.0 0.047
H 0.1994 2.8488 2.9291 0.0 0.0 0.0 0.040
H -1.5033 2.5057 2.5872 0.0 0.0 0.0 0.074
H 0.2521 -2.4560 2.5488 0.0 0.0 0.0 0.123
H -1.0257 -4.0152 2.1366 0.0 0.0 0.0 0.105
H -3.2186 -4.8650 1.3894 0.0 0.0 0.0 0.079
H -4.5300 -3.4598 -0.2282 0.0 0.0 0.0 0.096
H -3.5844 -1.4645 -1.1833 0.0 0.0 0.0 0.114
H -2.7425 -0.6305 -5.0952 0.0 0.0 0.0 0.104
H -4.0392 1.4431 -4.7679 0.0 0.0 0.0 0.090
H -3.8994 2.6414 -2.6197 0.0 0.0 0.0 0.100
H -1.5773 1.7216 0.0616 0.0 0.0 0.0 0.090
H -3.7582 3.7130 -0.7026 0.0 0.0 0.0 0.072
H -2.0861 3.8509 -1.2627 0.0 0.0 0.0 0.065
H -2.4502 3.9113 0.4644 0.0 0.0 0.0 0.079
H -4.6164 1.5022 0.1587 0.0 0.0 0.0 0.081
H -3.5811 1.8651 1.5504 0.0 0.0 0.0 0.065
H -3.4791 0.2884 0.7548 0.0 0.0 0.0 0.059
H -0.2673 -1.9271 -2.6941 0.0 0.0 0.0 0.093
H -1.1372 -2.1592 -5.5935 0.0 0.0 0.0 0.065
H 0.4378 -2.4828 -4.8465 0.0 0.0 0.0 0.082
H -0.0981 -0.8243 -5.0865 0.0 0.0 0.0 0.039
H -2.7316 -3.1620 -4.0077 0.0 0.0 0.0 0.076
H -2.2234 -3.3948 -2.3275 0.0 0.0 0.0 0.051
H -1.2282 -4.0228 -3.6412 0.0 0.0 0.0 0.079
Cl 1.4890 3.9969 0.9111 0.0 0.0 0.0 0.679
C 0.8584 3.6727 -0.6895 0.0 0.0 0.0 -0.687
C 0.8765 2.3696 -1.1743 0.0 -0.1 -0.1 -0.146
C 0.5748 2.3059 -2.5341 0.0 0.0 0.0 -0.652
Cl 0.9206 0.7923 -3.3232 0.0 0.1 -0.1 0.861
C 0.1151 3.3593 -3.3167 0.0 0.0 0.0 -0.707
Cl -0.3246 3.1310 -4.9737 0.0 0.0 0.0 0.657
C 0.0186 4.6195 -2.7372 0.0 0.0 0.0 -0.736
Cl -0.5838 5.9611 -3.6511 0.0 0.0 0.0 0.625
C 0.4348 4.7855 -1.4215 0.0 0.0 0.0 -0.734
Cl 0.3863 6.3715 -0.7177 0.0 0.0 0.0 0.616
O 3.8516 -2.5463 -1.3300 0.0 0.0 0.0 -0.345
S 2.8659 -1.6061 -1.8341 0.0 0.1 0.0 0.284
O 2.8979 -1.4572 -3.2820 0.0 0.0 0.0 -0.384
O 3.0082 -0.2397 -1.1514 0.0 0.0 -0.1 -0.471
O 1.4647 -1.9757 -1.3746 0.0 0.0 0.0 -0.435
N 4.5136 1.9883 0.3969 0.0 0.0 0.0 -0.067
N 3.8625 1.8638 1.6733 0.0 0.0 0.0 -0.077
H 4.2634 2.9031 0.0426 0.0 0.0 0.0 0.030
H 4.1453 1.2988 -0.2587 0.0 0.0 0.0 0.023
H 4.3074 1.0915 2.1528 0.0 0.0 0.0 0.018
H 2.8890 1.5958 1.5421 0.0 0.0 0.0 0.019